Entry 1:
ORCA calculation (ωB97M-V with the def2-TZVPD basis set) on a cluster of 12 separate species, C24H66F6NO15S2 in total at a distorted geometry.

Summary:
Maximum force ... 6.81 eV/A
Spin multiplicity ... 2
Frontier orbital gap (alpha / beta) ... 9.4 / 4.2 eV

Last column: Löwdin charge in e.
Cartesian coordinates (Å):
C 1.569 -1.523 -0.735  -0.57
F 1.612 -1.190 -2.012  0.16
F 1.963 -2.800 -0.569  0.15
F 2.433 -0.761 -0.015  0.11
S -0.257 -1.378 -0.085  0.79
O -1.113 -1.533 -1.301  -0.27
O -0.463 -2.445 0.892  -0.28
N -0.393 0.323 0.450  -0.10
S -0.157 0.177 1.972  0.59
O -1.332 -0.319 2.693  -0.18
O 1.111 -0.407 2.343  -0.19
C -0.085 2.073 2.356  -0.58
F 1.023 2.550 1.744  0.11
F -1.159 2.705 1.898  0.16
F 0.046 2.265 3.705  0.12
C -0.633 5.765 -0.339  -0.08
C -1.847 5.120 -1.091  -0.27
O -2.603 4.209 -0.257  -0.08
H -1.026 6.445 0.416  0.05
H 0.021 6.321 -1.011  0.07
H -0.096 5.063 0.299  0.05
H -1.391 4.522 -1.879  0.09
H -2.483 5.836 -1.610  0.11
H -3.097 4.770 0.346  0.07
C 4.732 0.442 -3.575  -0.07
C 3.480 -0.147 -4.269  -0.32
O 3.785 -0.303 -5.650  -0.08
H 5.040 1.390 -4.014  0.07
H 5.593 -0.215 -3.700  0.08
H 4.522 0.596 -2.516  0.05
H 2.676 0.584 -4.184  0.08
H 3.184 -1.087 -3.802  0.10
H 3.991 0.565 -6.004  0.08
C -5.843 2.043 2.871  -0.07
C -4.370 2.264 2.364  -0.31
O -3.975 1.075 1.784  -0.09
H -6.568 1.925 2.065  0.07
H -6.143 2.794 3.602  0.06
H -5.893 1.169 3.520  0.06
H -3.739 2.470 3.229  0.10
H -4.329 3.119 1.690  0.10
H -3.933 0.397 2.462  0.07
C 0.092 -0.753 -4.765  -0.09
C -1.373 -0.598 -4.540  -0.34
O -1.649 0.701 -4.126  -0.06
H 0.431 -1.766 -4.552  0.06
H 0.620 -0.089 -4.080  0.05
H 0.408 -0.521 -5.782  0.08
H -1.780 -1.291 -3.804  0.10
H -1.909 -0.810 -5.465  0.11
H -1.552 1.335 -4.840  0.09
C 2.593 -6.040 0.146  -0.08
C 1.078 -6.289 0.327  -0.30
O 0.837 -7.460 1.142  -0.08
H 3.170 -6.862 -0.277  0.07
H 3.039 -5.834 1.119  0.07
H 2.711 -5.224 -0.567  0.05
H 0.646 -6.453 -0.660  0.08
H 0.637 -5.379 0.733  0.10
H -0.105 -7.472 1.331  0.07
C -3.947 -3.697 0.539  -0.09
C -4.431 -2.516 -0.267  -0.29
O -3.842 -1.317 0.235  -0.09
H -4.522 -4.612 0.389  0.08
H -3.919 -3.453 1.601  0.07
H -2.927 -3.971 0.272  0.05
H -5.511 -2.441 -0.139  0.11
H -4.200 -2.673 -1.320  0.11
H -4.017 -1.294 1.178  0.05
C 1.758 3.459 -2.760  -0.05
C 1.661 2.521 -1.568  -0.35
O 0.380 2.056 -1.399  -0.05
H 2.810 3.718 -2.879  0.08
H 1.287 4.418 -2.543  0.06
H 1.412 3.055 -3.711  0.08
H 1.998 3.023 -0.661  0.10
H 2.300 1.644 -1.668  0.08
H 0.264 1.491 -0.632  -0.01
C 4.866 0.620 1.556  -0.07
C 4.189 1.739 0.753  -0.33
O 5.124 2.785 0.616  -0.08
H 5.637 0.140 0.954  0.08
H 4.127 -0.132 1.830  0.06
H 5.312 0.978 2.484  0.08
H 3.332 2.150 1.286  0.09
H 3.859 1.441 -0.242  0.08
H 5.397 3.096 1.482  0.08
C 0.363 6.061 3.281  -0.09
C 1.877 5.886 3.110  -0.32
O 2.480 7.155 3.293  -0.07
H -0.270 5.188 3.121  0.06
H -0.009 6.791 2.561  0.05
H 0.176 6.504 4.259  0.08
H 2.098 5.434 2.144  0.10
H 2.175 5.239 3.935  0.11
H 2.110 7.655 2.562  0.08
C -1.357 -5.293 -2.131  -0.05
C -0.565 -4.542 -3.295  -0.30
O -1.079 -4.858 -4.558  -0.08
H -2.406 -5.017 -2.238  0.07
H -0.962 -4.904 -1.192  0.04
H -1.235 -6.375 -2.083  0.07
H 0.468 -4.888 -3.334  0.11
H -0.698 -3.466 -3.181  0.08
H -0.394 -4.708 -5.213  0.08
C -0.831 -2.965 4.548  -0.09
C -1.937 -3.133 5.573  -0.32
O -1.330 -3.507 6.820  -0.08
H -0.171 -3.833 4.562  0.08
H -0.235 -2.089 4.805  0.07
H -1.194 -2.868 3.525  0.05
H -2.524 -4.007 5.290  0.11
H -2.565 -2.248 5.674  0.11
H -2.132 -3.502 7.348  0.07

Entry 2:
ORCA calculation (ωB97M-V with the def2-TZVPD basis set) on the ion C9H13N2O3 with charge +1 at a distorted geometry.

Summary:
Maximum force ... 5.78 eV/A
Relative energy (zero: lowest compared OMol25 entry of this formula, charge and spin) ... 0.0 kJ/mol
Spin multiplicity ... 3
Frontier orbital gap (alpha / beta) ... 5.8 / 6.8 eV
Net charge ... +1

Last column: Löwdin charge in e.
Cartesian coordinates (Å):
C 0.631 3.196 1.483  0.04
C 0.894 3.611 0.174  0.04
C 0.760 1.851 1.579  -0.29
C 1.140 2.533 -0.615  -0.14
C -0.188 -0.660 -0.301  -0.08
C -1.618 -0.204 -0.477  -0.08
C -2.381 -1.586 -0.541  -0.11
C -1.245 -2.615 -0.608  -0.14
C 1.291 -2.706 -0.170  0.01
N 1.214 1.387 0.329  -0.02
N 0.042 -1.953 -0.293  -0.15
O 0.618 1.025 2.533  0.25
O 1.415 2.372 -1.950  0.15
O 1.295 0.074 0.101  -0.03
H 0.624 3.800 2.370  0.14
H 0.768 4.673 -0.043  0.15
H -2.059 0.430 0.164  0.07
H -1.630 0.274 -1.446  0.11
H -2.926 -1.761 0.406  0.12
H -2.975 -1.726 -1.371  0.08
H -1.375 -3.643 -0.018  0.17
H -1.221 -2.828 -1.660  0.11
H 2.031 -1.969 -0.126  0.06
H 1.386 -3.369 -1.157  0.14
H 1.101 -3.416 0.590  0.08
H 0.274 1.353 3.367  0.17
H 2.135 1.857 -2.320  0.14

Entry 3:
ORCA calculation (ωB97M-V with the def2-TZVPD basis set) on an isolated molecule of C3H5ClN2 at a distorted geometry.

Summary:
Maximum force ... 2.19 eV/A
Relative energy (zero: lowest compared OMol25 entry of this formula, charge and spin) ... 25.5 kJ/mol
Frontier orbital gap ... 10.0 eV

Last column: Löwdin charge in e.
Cartesian coordinates (Å):
C -0.545 -0.298 -0.100  -0.53
C 0.782 0.433 -0.145  -0.58
C 0.824 1.726 0.038  0.00
H -1.147 -2.288 0.032  0.13
H 0.576 -1.942 -0.185  0.01
H -2.458 -0.231 0.198  0.03
H 1.803 2.177 0.194  0.07
H -0.136 2.255 0.000  0.08
N -0.342 -1.628 0.065  0.08
N -1.674 0.334 -0.070  0.10
Cl 2.317 -0.538 -0.027  0.61

Entry 4:
ORCA calculation (ωB97M-V with the def2-TZVPD basis set) on a cluster of 12 separate species, C7H34O12 in total at a distorted geometry.

Summary:
Maximum force ... 2.34 eV/A
Relative energy (zero: lowest compared OMol25 entry of this formula, charge and spin) ... 292.2 kJ/mol
Frontier orbital gap ... 9.0 eV

Last column: Löwdin charge in e.
Cartesian coordinates (Å):
C -0.476 0.219 -1.223  -0.24
O -1.789 0.010 -1.746  -0.07
C -0.547 0.169 0.348  -0.16
C -0.312 1.536 0.965  -0.16
C -1.285 2.596 0.489  -0.30
C -0.932 3.880 0.492  0.03
C -3.383 2.830 -0.800  0.01
C -2.703 2.247 0.163  -0.13
H 0.160 -0.564 -1.638  0.06
H 0.014 1.120 -1.608  0.11
H -1.701 -0.253 -2.667  0.09
H -1.526 -0.300 0.439  0.11
H 0.239 -0.546 0.558  0.06
H -0.311 1.568 2.059  0.12
H 0.708 1.810 0.702  0.11
H 0.030 4.129 0.917  0.08
H -1.447 4.761 0.148  0.08
H -4.429 2.626 -1.026  0.06
H -3.049 3.536 -1.555  0.06
H -3.139 1.538 0.858  0.11
H 0.693 -1.164 4.439  0.05
H 0.710 -1.151 2.973  0.01
O 0.184 -1.523 3.703  -0.06
H -3.960 -2.520 -0.780  0.04
H -3.157 -3.322 -1.830  0.04
O -3.281 -3.190 -0.886  -0.05
H 1.727 -1.682 -0.404  0.00
H 2.693 -0.640 -0.991  0.00
O 2.350 -0.990 -0.149  -0.07
H 2.754 1.084 -2.355  0.07
H 3.445 -0.180 -2.825  0.05
O 3.552 0.561 -2.208  -0.05
H -1.744 -2.092 2.965  -0.01
H -3.196 -1.877 2.804  0.04
O -2.510 -2.503 2.537  -0.07
H 1.344 -2.987 2.393  0.02
H 0.113 -3.855 2.115  0.05
O 0.881 -3.454 1.692  -0.05
H 4.208 -0.065 0.801  0.01
H 4.121 0.813 -0.435  -0.01
O 4.434 0.817 0.484  -0.07
H -0.954 3.666 -3.191  0.03
H -0.758 3.894 -1.737  -0.03
O -0.318 4.067 -2.584  -0.07
H -0.908 -2.769 -0.355  0.05
H 0.267 -3.626 -0.571  0.06
O -0.062 -2.755 -0.830  -0.06
H 2.352 0.491 1.822  0.01
H 2.822 0.093 3.267  0.05
O 2.108 0.484 2.758  -0.05
H 1.393 -2.198 -2.320  0.01
H 2.568 -2.536 -3.223  0.06
O 2.008 -1.801 -2.954  -0.05